No. 1
{
  "formula": "C3H12N4",
  "method": "ωB97M-V with the def2-TZVPD basis set",
  "charge": 2,
  "e_tot_ev": -9246.3236,
  "homo_lumo_gap_ev": 11.6908,
  "relative_energy_ev": 3.703,
  "smiles": "[H]/N=C(/C[NH2+]C)N[NH3+]",
  "symbols": ["C", "C", "C", "N", "N", "N", "N", "H", "H", "H", "H", "H", "H", "H", "H", "H", "H", "H", "H"],
  "coordinates": [[-0.680, -0.096, -0.256], [2.528, -0.345, 0.580], [0.516, 0.773, -0.380], [-0.473, -1.352, -0.299], [-1.883, 0.566, -0.091], [-2.988, -0.130, 0.418], [1.683, -0.146, -0.618], [2.082, -0.744, 1.389], [3.360, -0.925, 0.424], [2.754, 0.528, 1.044], [0.333, 1.295, 0.578], [0.399, 1.546, -1.163], [-1.235, -1.904, 0.053], [-2.114, 1.447, -0.385], [-3.674, -0.658, -0.196], [-2.670, -0.827, 1.130], [-3.661, 0.501, 1.020], [2.249, 0.366, -1.402], [1.175, -1.075, -0.784]],
  "atomic_forces_ev_per_a": [[-0.42, -1.49, -1.47], [-0.25, 0.49, -1.48], [-1.17, 0.84, -0.25], [-0.39, 1.04, 1.13], [-0.08, -2.52, 1.17], [-2.60, -0.41, 2.33], [0.21, 2.09, -0.35], [-2.71, -2.29, 2.06], [2.00, -1.15, -1.03], [1.35, 3.27, 0.37], [1.85, 0.07, 0.00], [0.34, -0.50, 0.22], [-0.28, -0.89, -0.51], [-0.22, 2.67, -0.98], [1.19, 0.65, -0.26], [-0.09, 0.41, -0.44], [1.62, -0.83, -1.29], [-1.03, -2.00, 1.44], [0.70, 0.55, -0.66]],
  "nbo_charge": [0.431, -0.429, -0.300, -0.667, -0.434, -0.534, -0.531, 0.237, 0.257, 0.234, 0.272, 0.271, 0.371, 0.436, 0.466, 0.455, 0.489, 0.481, 0.496]
}



No. 2
{
  "formula": "C10H28ClMgN2O3",
  "method": "ωB97M-V with the def2-TZVPD basis set",
  "charge": 1,
  "e_tot_ev": -37908.8639,
  "homo_lumo_gap_ev": 7.6625,
  "symbols": ["Mg", "Cl", "C", "C", "C", "O", "C", "N", "H", "H", "H", "H", "H", "H", "H", "H", "H", "H", "H", "C", "C", "C", "O", "C", "N", "H", "H", "H", "H", "H", "H", "H", "H", "H", "H", "H", "C", "C", "O", "H", "H", "H", "H", "H", "H"],
  "coordinates": [[-1.883, 0.352, -1.618], [-3.179, 0.881, 0.229], [2.782, -2.104, 3.458], [1.396, -2.132, 4.062], [0.628, -0.932, 3.454], [1.364, 0.217, 3.599], [0.508, 1.348, 3.560], [0.681, -3.342, 3.939], [3.239, -1.228, 3.893], [2.827, -2.021, 2.343], [3.361, -3.011, 3.755], [1.519, -1.967, 5.119], [-0.341, -0.789, 3.849], [0.482, -1.219, 2.359], [1.059, 2.210, 3.879], [-0.321, 1.198, 4.235], [0.059, 1.546, 2.593], [-0.101, -3.456, 4.536], [0.376, -3.503, 2.982], [0.750, 1.162, -2.971], [0.878, -0.066, -2.061], [0.801, 0.398, -0.615], [1.622, 1.469, -0.154], [2.811, 1.233, 0.734], [-0.333, -0.888, -2.330], [1.513, 1.924, -2.850], [-0.066, 1.762, -2.625], [0.686, 0.938, -4.045], [1.840, -0.513, -2.213], [0.706, -0.425, 0.072], [-0.210, 0.874, -0.599], [2.535, 0.441, 1.443], [2.985, 2.118, 1.306], [3.702, 1.018, 0.121], [-0.381, -1.093, -3.327], [-0.345, -1.808, -1.850], [-4.220, 1.097, -4.983], [-3.861, 0.791, -3.560], [-2.465, 1.172, -3.460], [-4.938, 0.333, -5.315], [-3.351, 0.976, -5.615], [-4.591, 2.165, -5.071], [-3.845, -0.233, -3.211], [-4.410, 1.387, -2.832], [-2.270, 1.719, -4.214]],
  "atomic_forces_ev_per_a": [[-0.75, 0.80, 0.34], [0.73, -0.43, -1.17], [0.69, -1.11, -0.19], [-0.34, 1.50, -0.26], [0.95, -1.93, -1.25], [0.04, 1.40, -0.19], [0.14, -0.06, 0.21], [0.25, -1.43, -1.54], [0.54, 0.19, -0.18], [-0.29, -0.08, 0.74], [-0.41, 0.69, -0.20], [0.06, 0.30, 0.56], [-1.29, -0.17, 0.74], [0.06, 0.41, 0.66], [0.38, 0.40, 0.10], [-0.33, 0.02, 0.47], [0.13, -0.13, -0.59], [-0.66, 0.14, 0.67], [0.06, -0.13, 0.18], [0.65, 0.03, -0.13], [0.65, 1.55, -0.33], [-0.52, 1.60, 0.80], [0.61, -0.69, -0.26], [-1.33, -1.27, -1.14], [0.05, -0.98, 0.51], [0.76, -0.47, 0.13], [-1.24, 0.27, -0.09], [-0.18, -0.07, 0.35], [0.30, -0.96, -0.42], [0.42, -0.54, 0.51], [0.15, 0.17, 0.60], [0.38, 0.03, -0.25], [-0.21, 0.75, 0.06], [-0.44, -0.14, 0.26], [-0.01, 0.01, 0.10], [0.39, 0.68, -0.32], [-1.53, 0.12, -0.11], [0.59, 0.97, 0.18], [0.63, -0.37, 1.58], [-0.18, 0.73, -0.24], [0.24, -0.11, -0.27], [0.19, -1.47, -0.04], [-0.63, -0.62, -0.45], [-0.21, -0.06, -0.05], [0.52, 0.45, -0.12]],
  "nbo_charge": [1.697, -0.817, -0.618, -0.072, -0.049, -0.545, -0.252, -0.826, 0.229, 0.183, 0.229, 0.196, 0.172, 0.108, 0.198, 0.175, 0.165, 0.370, 0.342, -0.636, -0.104, -0.014, -0.552, -0.250, -0.974, 0.271, 0.181, 0.226, 0.223, 0.197, 0.077, 0.205, 0.211, 0.187, 0.414, 0.414, -0.659, -0.080, -0.845, 0.256, 0.211, 0.246, 0.167, 0.217, 0.521]
}



No. 3
{
  "formula": "C18H16AuBrINO",
  "method": "ωB97M-V with the def2-TZVPD basis set",
  "charge": 0,
  "e_tot_ev": -104296.8851,
  "homo_lumo_gap_ev": 7.7833,
  "relative_energy_ev": 0.000,
  "symbols": ["Au", "I", "C", "C", "C", "C", "C", "C", "C", "C", "C", "C", "H", "H", "H", "H", "H", "H", "Br", "C", "C", "C", "C", "C", "N", "H", "H", "H", "H", "C", "O", "C", "C", "H", "H", "H", "H", "H", "H"],
  "coordinates": [[0.556, 0.475, -1.578], [1.928, -1.807, 0.131], [-0.063, -2.384, 0.463], [-0.200, -3.577, 1.116], [-1.478, -4.057, 1.464], [-2.574, -3.309, 1.171], [-2.455, -2.066, 0.500], [-3.623, -1.314, 0.238], [-3.536, -0.122, -0.412], [-2.279, 0.347, -0.845], [-1.090, -0.328, -0.627], [-1.179, -1.568, 0.093], [0.676, -4.153, 1.377], [-1.571, -5.007, 1.974], [-3.566, -3.649, 1.447], [-4.578, -1.709, 0.565], [-4.426, 0.463, -0.612], [-2.258, 1.289, -1.381], [3.331, 3.223, 0.792], [1.872, 2.608, 1.855], [1.940, 2.857, 3.219], [0.881, 2.417, 3.992], [-0.174, 1.765, 3.372], [-0.124, 1.575, 2.003], [0.894, 1.989, 1.238], [2.788, 3.371, 3.645], [0.883, 2.581, 5.062], [-1.023, 1.406, 3.937], [-0.921, 1.065, 1.479], [1.299, -0.662, -4.368], [2.132, 0.469, -4.029], [1.967, 1.092, -2.904], [2.976, 2.174, -2.805], [1.646, -1.531, -3.814], [1.431, -0.806, -5.436], [0.264, -0.449, -4.113], [3.573, 2.273, -3.710], [3.609, 1.949, -1.945], [2.472, 3.109, -2.555]],
  "atomic_forces_ev_per_a": [[0.24, -0.10, -0.26], [0.08, -0.01, 0.00], [-0.11, 0.06, 0.02], [0.03, 0.01, -0.01], [0.00, -0.01, 0.01], [-0.01, 0.00, 0.00], [0.04, -0.01, 0.02], [0.00, 0.02, -0.01], [0.00, 0.00, 0.01], [0.04, -0.03, 0.03], [-0.32, 0.09, 0.05], [0.04, -0.01, 0.03], [-0.01, -0.01, 0.00], [0.00, 0.00, 0.00], [0.00, 0.00, 0.00], [0.00, 0.00, 0.00], [0.00, -0.01, 0.00], [0.01, -0.01, 0.00], [0.00, -0.02, -0.07], [0.00, -0.02, 0.02], [-0.02, -0.02, 0.01], [0.01, 0.01, 0.00], [-0.01, -0.01, 0.00], [-0.01, -0.05, -0.09], [0.11, 0.17, 0.27], [0.00, 0.00, 0.00], [0.00, 0.00, 0.00], [0.00, -0.01, -0.01], [-0.03, -0.02, -0.03], [0.00, -0.03, 0.04], [0.06, 0.11, -0.02], [-0.03, -0.19, -0.18], [-0.11, 0.08, 0.12], [0.00, 0.00, 0.01], [0.00, -0.01, 0.00], [0.00, 0.02, -0.02], [0.01, 0.02, 0.00], [0.01, -0.01, 0.03], [0.00, 0.00, 0.02]],
  "nbo_charge": [0.441, 0.128, -0.132, -0.264, -0.219, -0.174, -0.082, -0.203, -0.217, -0.269, -0.412, -0.055, 0.222, 0.215, 0.207, 0.205, 0.209, 0.206, 0.022, 0.165, -0.286, -0.157, -0.252, 0.048, -0.443, 0.234, 0.221, 0.225, 0.221, -0.265, -0.467, 0.301, -0.745, 0.208, 0.200, 0.217, 0.220, 0.265, 0.258]
}



No. 4
{
  "formula": "C12H10N2OS",
  "method": "ωB97M-V with the def2-TZVPD basis set",
  "charge": 0,
  "e_tot_ev": -28467.1963,
  "homo_lumo_gap_ev": 8.3682,
  "relative_energy_ev": 2.006,
  "smiles": "CCc1nc(-c2ccco2)c2sccc2n1",
  "symbols": ["N", "N", "O", "S", "C", "C", "C", "C", "C", "C", "C", "C", "C", "C", "C", "C", "H", "H", "H", "H", "H", "H", "H", "H", "H", "H"],
  "coordinates": [[-0.451, -0.897, 1.771], [0.762, -0.809, -0.148], [1.638, 0.635, -2.409], [-0.785, 2.844, 0.813], [1.772, 1.600, -3.363], [-1.738, 2.466, 2.210], [1.033, 2.763, -3.162], [0.347, 2.418, -2.003], [-1.609, 1.111, 2.673], [0.788, 1.182, -1.561], [0.312, -1.523, 0.930], [-0.716, 0.430, 1.741], [0.332, 0.459, -0.297], [-0.300, 1.157, 0.688], [-0.470, -3.905, 0.669], [0.595, -2.952, 1.032], [2.447, 1.413, -4.133], [-2.517, 3.148, 2.518], [0.833, 3.679, -3.713], [-0.497, 2.926, -1.637], [-2.090, 0.626, 3.504], [-1.365, -3.754, 1.227], [0.030, -4.835, 0.712], [-0.720, -3.776, -0.403], [0.944, -3.269, 1.943], [1.423, -3.136, 0.397]],
  "atomic_forces_ev_per_a": [[-1.17, -0.50, 2.89], [-0.55, 0.00, -0.65], [0.51, 1.41, -1.12], [-0.43, -0.82, 0.25], [-0.02, 1.66, -0.70], [-0.16, -3.44, 1.15], [0.60, -2.34, -0.12], [-0.12, -1.19, 1.18], [0.77, 3.19, -2.33], [-2.73, 0.41, 2.53], [-0.46, 3.48, -1.32], [-1.16, -2.33, 1.60], [3.32, -0.84, -2.65], [-0.30, 2.27, -0.33], [-0.63, 0.75, -2.40], [0.65, 0.51, -1.19], [1.01, -0.65, -0.98], [0.41, 0.26, 0.34], [0.60, -0.57, -0.22], [-0.54, 0.62, 0.66], [-0.16, 0.15, 0.03], [-0.57, -0.44, 0.66], [-0.32, -1.52, 0.47], [-0.12, -0.02, 0.43], [0.73, 0.01, 2.74], [0.86, -0.08, -0.92]],
  "nbo_charge": [-0.465, -0.452, -0.355, 0.412, 0.108, -0.367, -0.312, -0.304, -0.242, 0.244, 0.430, 0.175, 0.219, -0.274, -0.580, -0.450, 0.193, 0.239, 0.244, 0.226, 0.243, 0.215, 0.212, 0.201, 0.219, 0.220]
}